No. 1
{
  "formula": "C16H26FeNO2",
  "method": "ωB97M-V/def2-TZVPD",
  "s2": 6.15,
  "multiplicity": 5,
  "homo_ev": [-8.57, -11.14],
  "energy_ha": -2093.7105,
  "charge": 1,
  "homo_lumo_gap_ev": [6.0, 4.2],
  "elements": ["C", "C", "N", "C", "C", "C", "C", "H", "H", "H", "H", "H", "H", "H", "H", "H", "H", "H", "H", "H", "H", "H", "C", "C", "C", "Fe", "C", "O", "C", "O", "C", "C", "C", "C", "C", "H", "H", "H", "H", "H", "H", "H", "H", "H", "H", "H"],
  "xyz": [[1.868, 4.005, 1.048], [1.029, 2.734, 1.155], [0.528, 2.103, -0.080], [-0.624, 2.839, -0.681], [-0.372, 4.165, -1.376], [1.480, 1.529, -1.013], [2.975, 1.619, -0.736], [2.198, 4.324, 2.047], [2.768, 3.833, 0.447], [1.301, 4.833, 0.613], [1.600, 1.969, 1.703], [0.133, 2.943, 1.762], [-1.120, 2.151, -1.377], [-1.340, 2.978, 0.140], [-1.307, 4.555, -1.796], [-0.001, 4.908, -0.674], [0.342, 4.039, -2.193], [1.232, 0.456, -1.065], [1.249, 1.891, -2.034], [3.514, 0.875, -1.338], [3.363, 2.595, -1.048], [3.229, 1.428, 0.315], [-1.380, -0.940, -2.460], [-0.680, -0.510, -1.241], [-0.088, -1.391, -0.306], [-0.712, -3.342, 0.728], [0.937, -4.101, 0.571], [1.998, -4.436, 0.218], [-1.133, -4.237, -0.826], [-1.268, -4.925, -1.761], [-0.845, -2.718, 2.664], [-0.928, -4.150, 2.522], [-2.062, -4.451, 1.695], [-2.693, -3.203, 1.347], [-1.928, -2.143, 1.931], [-1.614, -0.054, -3.074], [-0.810, -1.677, -3.059], [-2.316, -1.454, -2.211], [-0.776, 0.528, -0.937], [0.688, -2.107, -0.671], [0.230, -0.802, 0.571], [-0.125, -2.184, 3.281], [-0.286, -4.864, 3.021], [-2.438, -5.440, 1.468], [-3.628, -3.085, 0.809], [-2.188, -1.085, 1.904]],
  "forces_ev_per_angstrom": [[0.40, 0.44, -0.56], [-0.80, -1.16, 1.36], [1.47, 3.28, -1.16], [-1.37, -1.20, 0.55], [0.62, 0.25, -0.01], [0.17, -0.54, -0.42], [0.33, 0.25, 0.13], [-0.26, -0.36, -0.23], [-0.28, 0.21, 0.21], [0.28, -0.25, 0.21], [-0.10, 0.15, -0.22], [0.31, -0.09, -0.22], [0.26, 0.28, -0.01], [0.20, 0.01, -0.13], [0.13, -0.37, 0.15], [-0.07, 0.02, -0.27], [-0.02, 0.15, 0.03], [-0.10, -0.01, 0.03], [-0.14, -0.08, 0.49], [-0.40, 0.10, 0.16], [0.00, -0.18, 0.22], [-0.03, 0.09, -0.32], [0.12, 0.07, -1.00], [-0.16, -1.70, 1.33], [1.44, 1.67, -0.75], [0.96, 2.48, -4.44], [5.27, -1.95, -1.40], [-2.82, 0.87, 1.00], [-0.44, -2.33, -4.28], [0.26, 1.89, 2.79], [-0.61, -0.93, 1.63], [-1.35, 0.44, 2.43], [-0.86, 0.22, 1.60], [-0.83, -0.08, 1.37], [-0.62, -0.38, 0.30], [-0.03, -0.54, -0.05], [-0.12, 0.41, 0.21], [-0.05, 0.16, 0.03], [-0.63, -0.78, 0.12], [-0.88, 0.52, 0.13], [0.19, -0.65, -0.13], [-0.13, -0.17, -0.30], [-0.04, 0.10, -0.26], [0.15, 0.13, -0.08], [0.37, -0.07, -0.06], [0.22, -0.38, -0.19]]
}

No. 2
{
  "formula": "C4H8N2O3",
  "method": "ωB97M-V/def2-TZVPD",
  "homo_ev": -8.17,
  "energy_ha": -492.4158,
  "homo_lumo_gap_ev": 8.7,
  "smiles": "CNC(N)=O.O=C=CO",
  "e_above_lowest_kcal_mol": 54.7,
  "elements": ["C", "N", "C", "N", "O", "H", "H", "H", "H", "H", "H", "O", "C", "C", "O", "H", "H"],
  "xyz": [[0.160, -1.542, -1.422], [0.094, -0.339, -0.618], [1.173, 0.204, 0.115], [2.243, -0.630, 0.302], [1.251, 1.366, 0.496], [-0.790, -1.696, -1.928], [0.929, -1.456, -2.195], [0.396, -2.405, -0.796], [-0.626, 0.314, -0.898], [2.365, -1.497, -0.191], [3.040, -0.220, 0.760], [-3.359, -0.256, 1.381], [-2.421, 0.431, 1.187], [-1.637, 1.498, 1.270], [-1.210, 2.140, 0.119], [-1.381, 1.880, 2.250], [-0.227, 2.207, 0.168]],
  "forces_ev_per_angstrom": [[0.66, 0.08, 0.20], [0.77, 0.74, 0.75], [-0.17, -0.86, -1.83], [-0.31, -0.15, 0.10], [-0.45, 0.03, 0.28], [-0.04, -0.04, 0.19], [0.04, -0.10, -0.09], [-0.19, -0.11, -0.10], [0.37, 0.25, 0.34], [-0.11, 0.07, 0.10], [-0.09, -0.03, -0.11], [1.16, -0.17, -0.81], [-1.53, 0.63, 1.73], [0.03, 0.01, -1.08], [0.02, 0.13, 0.21], [0.07, -0.22, -0.01], [-0.24, -0.25, 0.12]]
}

No. 3
{
  "formula": "C4H11NO2",
  "method": "ωB97M-V/def2-TZVPD",
  "homo_ev": -9.71,
  "energy_ha": -364.2214,
  "homo_lumo_gap_ev": 10.5,
  "smiles": "CC(C)NC=O.O",
  "e_above_lowest_kcal_mol": 29.3,
  "elements": ["C", "C", "C", "N", "C", "O", "H", "H", "H", "H", "H", "H", "H", "H", "H", "O", "H", "H"],
  "xyz": [[-0.612, -0.416, -1.174], [-1.216, -0.604, 0.233], [-2.115, 0.651, 0.660], [-0.144, -0.647, 1.210], [0.454, 0.415, 1.810], [0.783, 1.498, 1.397], [-0.509, 0.632, -1.455], [-1.137, -0.928, -1.987], [0.434, -0.723, -1.057], [-1.927, -1.424, 0.310], [-2.200, 0.768, 1.740], [-1.605, 1.573, 0.357], [-3.112, 0.737, 0.249], [-0.239, -1.452, 1.810], [0.878, 0.087, 2.802], [4.085, -0.392, -2.135], [3.328, 0.077, -2.477], [4.855, 0.147, -2.293]],
  "forces_ev_per_angstrom": [[0.38, -0.07, 0.23], [-1.45, 3.22, -0.38], [0.88, 0.40, -0.44], [-0.90, -1.06, 0.41], [2.11, -0.84, 1.32], [-0.98, 0.30, -0.73], [-0.38, 0.18, 0.19], [0.20, -0.09, 0.28], [-0.26, -0.48, -0.58], [0.77, -0.61, 0.09], [-0.07, -0.50, 0.11], [0.06, -0.20, -0.08], [-0.21, -0.54, -0.35], [0.30, 0.20, 0.24], [-0.43, 0.10, -0.33], [-0.06, -0.70, 0.29], [-0.16, 0.33, -0.15], [0.21, 0.37, -0.13]]
}

No. 4
{
  "formula": "C4H10N2",
  "method": "ωB97M-V/def2-TZVPD",
  "homo_ev": -9.64,
  "energy_ha": -267.8365,
  "homo_lumo_gap_ev": 10.5,
  "smiles": "CC(C)=N.C=N",
  "e_above_lowest_kcal_mol": 55.7,
  "elements": ["C", "C", "C", "N", "H", "H", "H", "H", "H", "H", "H", "C", "N", "H", "H", "H"],
  "xyz": [[-0.618, -1.802, 0.041], [-1.239, -0.549, 0.533], [-0.846, -0.124, 1.840], [-2.057, 0.055, -0.239], [-0.859, -1.836, -1.104], [-1.023, -2.747, 0.550], [0.415, -1.684, 0.023], [-1.734, 0.387, 2.333], [0.007, 0.658, 1.850], [-0.515, -0.957, 2.552], [-2.522, 0.885, 0.094], [2.524, 0.492, -0.501], [3.544, 0.718, -1.163], [2.603, 0.533, 0.653], [1.464, 0.409, -0.762], [3.635, 0.707, -2.212]],
  "forces_ev_per_angstrom": [[-2.51, -1.25, -2.88], [-1.22, 0.01, -1.97], [0.66, 1.79, 4.23], [0.30, -0.95, -0.47], [0.08, -0.33, 2.09], [0.92, 1.43, -0.60], [2.06, -0.37, 0.69], [1.16, -0.47, -0.40], [-1.23, -1.26, -0.23], [-0.42, 1.01, -1.16], [0.23, 0.37, 0.70], [-1.23, 0.65, 2.43], [2.06, -0.16, -1.41], [0.23, -0.16, -1.60], [0.11, -0.32, -0.86], [-1.20, 0.01, 1.44]]
}

No. 5
{
  "formula": "C6H6N",
  "method": "ωB97M-V/def2-TZVPD",
  "homo_ev": -14.16,
  "energy_ha": -286.4416,
  "charge": 1,
  "homo_lumo_gap_ev": 7.9,
  "e_above_lowest_kcal_mol": 121.5,
  "elements": ["C", "C", "C", "C", "C", "C", "N", "H", "H", "H", "H", "H", "H"],
  "xyz": [[-0.305, 1.977, 0.913], [-0.139, -0.506, -0.125], [0.514, -0.496, 1.976], [-0.218, 0.920, -1.588], [-0.431, -0.538, -1.484], [-0.133, 1.117, -0.096], [0.214, -1.312, 1.001], [0.799, 0.464, 1.638], [0.599, -0.751, 3.041], [0.649, 1.276, -2.195], [-1.038, 1.458, -1.972], [-0.764, -1.334, -2.111], [0.254, -2.276, 1.004]],
  "forces_ev_per_angstrom": [[0.38, -1.40, -1.71], [-0.12, 1.59, -2.78], [0.44, -2.60, 1.28], [0.21, 1.67, -1.81], [1.09, -0.70, 3.92], [0.15, -1.93, 1.35], [-0.36, 5.53, 0.33], [-0.12, 1.11, 0.36], [0.16, -0.46, -0.68], [-0.32, -0.58, 0.71], [-1.22, 0.66, -0.64], [0.12, -0.18, -0.56], [-0.40, -2.70, 0.23]]
}

No. 6
{
  "formula": "C5H4O",
  "method": "ωB97M-V/def2-TZVPD",
  "homo_ev": -9.36,
  "energy_ha": -267.9221,
  "homo_lumo_gap_ev": 8.3,
  "smiles": "C=CC#CC=O",
  "e_above_lowest_kcal_mol": 119.4,
  "elements": ["C", "C", "C", "C", "C", "O", "H", "H", "H", "H"],
  "xyz": [[2.909, 0.482, -0.266], [1.936, -0.579, 0.062], [0.592, -0.238, 0.194], [-0.617, -0.034, 0.309], [-2.014, 0.357, 0.365], [-2.935, -0.181, -0.583], [3.970, 0.282, -0.252], [2.657, 1.660, -0.753], [2.126, -1.729, 0.389], [-2.110, 1.310, 1.294]],
  "forces_ev_per_angstrom": [[-3.52, -0.90, -0.49], [4.11, 1.94, -0.15], [-3.23, 0.36, -0.02], [0.69, -0.16, -0.42], [-3.59, -1.04, -3.61], [5.77, 3.91, 6.80], [-0.02, -0.27, -0.07], [0.23, -3.99, 1.93], [0.26, 3.12, -0.92], [-0.70, -2.98, -3.04]]
}